No. 1
Computed, not measured: the molecule CH7N2O3PS, with the ωB97M-V functional and the def2-TZVPD basis.

Output
E_HOMO (eV): -9.66
Frontier orbital gap (Eh): 0.366
E_LUMO (Ha): 0.0107
Energy above the lowest of the compared OMol25 structures with the same formula, charge and spin (kcal/mol): 2.2
Calculated total energy (eV): -30394.9221
SMILES: NC(N)OS(=O)(=O)P

Last column: Löwdin charge in e.
Cartesian coordinates (Å):
C1 -0.0396 0.4547 -1.1570  -0.54
N1 -0.7964 1.5705 -1.1652  0.09
N2 1.4002 0.6565 -1.1740  0.05
O1 0.6146 0.8309 1.6990  -0.36
O2 1.5794 -1.3295 1.1363  -0.36
O3 -0.4721 -0.4392 -0.0631  -0.35
P1 -1.1061 -1.5853 2.4637  0.74
S1 0.3719 -0.5363 1.3082  0.33
H1 -0.3416 -0.1420 -2.2482  0.21
H2 -0.7377 2.3434 -0.4746  0.13
H3 -1.4731 1.6872 -1.8036  0.03
H4 1.8684 -0.2601 -1.3698  0.10
H5 1.6276 1.0402 -0.2148  0.08
H6 -1.9117 -1.4212 1.2813  -0.11
H7 -0.5837 -2.8698 1.7820  -0.04



No. 2
Computed, not measured: the molecule C2H4N2O2, with the ωB97M-V functional and the def2-TZVPD basis.

Output
E_HOMO (eV): -8.67
Frontier orbital gap (Eh): 0.325
E_LUMO (Ha): 0.0063
Energy above the lowest of the compared OMol25 structures with the same formula, charge and spin (kcal/mol): 95.6
Calculated total energy (eV): -9211.0780
SMILES: [H]/N=N\C=C(O)O

Last column: Löwdin charge in e.
Cartesian coordinates (Å):
C1 -0.2934 0.1273 0.6206  -0.41
C2 -0.3309 0.6801 -0.6303  -0.15
O1 0.8708 -0.1574 1.2815  0.07
O2 -1.4070 0.1330 1.3998  0.09
N1 0.6751 0.4638 -1.5034  -0.08
N2 0.9831 -0.7647 -1.6498  0.06
H1 -1.0946 -0.1307 2.2841  0.13
H2 1.5884 -0.1004 0.6205  0.11
H3 0.2313 -1.4302 -1.4259  0.06
H4 -1.2230 1.1791 -0.9971  0.12



No. 3
Computed, not measured: a structure of composition C19H18CoN6S2, with the ωB97M-V functional and the def2-TZVPD basis.

Output
E_HOMO (alpha / beta) (eV): -6.80 / -6.88
Frontier orbital gap (alpha / beta) (Eh): 0.257 / 0.259
E_LUMO (alpha / beta) (Ha): 0.0069 / 0.0059
Energy above the lowest of the compared OMol25 structures with the same formula, charge and spin (kcal/mol): 13.1
Multiplicity: 2
Calculated total energy (eV): -88234.5723

Last column: Löwdin charge in e.
Cartesian coordinates (Å):
Co1 -1.2478 1.0531 0.5714  -0.01
N1 -2.9625 4.6044 -1.0220  0.06
C1 -2.1255 3.6288 -0.5771  -0.86
S1 -2.4729 2.9108 0.9516  0.63
N2 -1.1080 3.3380 -1.3442  -0.02
N3 -0.2963 2.3693 -0.8094  -0.07
C2 0.8791 2.3529 -1.3132  -0.09
C3 1.9818 1.5273 -0.8113  -0.28
C4 3.0170 1.1667 -1.6757  -0.03
C5 4.0515 0.3863 -1.1907  -0.07
C6 4.0272 0.0000 0.1395  -0.06
C7 2.9660 0.4243 0.9292  -0.12
N4 1.9690 1.1723 0.4762  0.14
H1 -3.6086 5.0012 -0.3649  0.07
H2 -2.6227 5.1893 -1.7669  0.09
H3 1.0925 3.0363 -2.1331  0.12
H4 2.9985 1.4929 -2.7083  0.11
H5 4.8642 0.0856 -1.8394  0.11
H6 4.8138 -0.6075 0.5657  0.10
H7 2.9141 0.1517 1.9787  0.12
C8 -0.5509 -0.4168 -2.2875  -0.04
C9 -0.0294 -1.1050 -1.0598  -0.29
C10 0.7371 -2.2781 -1.2679  -0.02
C11 1.2794 -2.9375 -0.2109  0.00
C12 1.0440 -2.4649 1.0985  -0.17
C13 1.5762 -3.1089 2.2359  -0.06
C14 1.3019 -2.6071 3.4797  -0.09
C15 0.4895 -1.4739 3.6314  -0.12
C16 -0.0514 -0.8111 2.5463  -0.61
S2 -1.0677 0.5861 2.7456  0.65
C17 0.2489 -1.3086 1.2427  -0.23
N5 -0.2460 -0.6315 0.1522  0.05
H8 -0.9577 -1.1627 -2.9720  0.09
H9 0.2721 0.0800 -2.8052  0.08
H10 -1.3141 0.3195 -2.0715  0.04
H11 0.8883 -2.6198 -2.2831  0.11
H12 1.8845 -3.8252 -0.3535  0.12
H13 2.1887 -3.9920 2.1042  0.11
H14 1.7034 -3.0897 4.3620  0.10
H15 0.2708 -1.1022 4.6243  0.10
C18 -5.2271 -1.1266 -0.1112  -0.03
C19 -3.9647 -0.4269 -0.2638  -0.17
N6 -2.9677 0.1228 -0.3811  0.16
H16 -5.0467 -2.1333 0.2611  0.09
H17 -5.7380 -1.1814 -1.0708  0.09
H18 -5.8538 -0.5889 0.5985  0.09



No. 4
Computed, not measured: a cluster of 3 separate species, C5H15O3 in total, with the ωB97M-V functional and the def2-TZVPD basis.

Output
E_HOMO (eV): -3.88
Charge: -1
Frontier orbital gap (Eh): 0.276
E_LUMO (Ha): 0.1329
Energy above the lowest of the compared OMol25 structures with the same formula, charge and spin (kcal/mol): 38.6
Calculated total energy (eV): -11569.9459

Last column: Löwdin charge in e.
Cartesian coordinates (Å):
C1 -0.4207 -0.3736 0.8905  -0.43
O1 -0.9332 0.6464 1.6852  -0.35
C2 -0.6194 -0.1158 -0.6103  -0.21
C3 0.6084 0.5559 -1.2960  -0.21
C4 1.5766 -0.5863 -1.7862  -0.26
C5 3.0744 -0.2283 -1.5678  -0.11
H1 0.6718 -0.3342 1.1382  0.10
H2 -0.6695 -1.3558 1.1843  0.07
H3 -1.5259 0.6988 -0.4261  0.13
H4 -1.1921 -0.9334 -0.9511  0.08
H5 1.0771 1.2360 -0.5352  0.12
H6 0.2898 1.1752 -2.1430  0.09
H7 1.3489 -0.8998 -2.8540  0.11
H8 1.1127 -1.4526 -1.3232  0.08
H9 3.2003 0.1650 -0.5346  0.08
H10 3.2684 0.5506 -2.3148  0.07
H11 3.6708 -1.0236 -1.7240  0.01
H12 -2.3403 1.0471 1.0282  0.01
H13 -3.8160 0.4750 0.9435  -0.03
O2 -3.2673 1.1066 0.5286  -0.16
H14 -1.0031 -0.0809 3.1461  0.05
H15 -2.4399 0.0121 3.5447  -0.05
O3 -1.6716 -0.2844 3.9768  -0.19



No. 5
Computed, not measured: the molecule C9H28NO5P3Si2, with the ωB97M-V functional and the def2-TZVPD basis.

Output
E_HOMO (eV): -8.21
Frontier orbital gap (Eh): 0.316
E_LUMO (Ha): 0.0147
Energy above the lowest of the compared OMol25 structures with the same formula, charge and spin (kcal/mol): 0.0
Calculated total energy (eV): -65139.9533
SMILES: CCP(C)[Si@@H](O[Si@@H](CCCCOC)P(=N)(O)O)P(C)O

Last column: Löwdin charge in e.
Cartesian coordinates (Å):
C1 3.4602 3.1350 2.1690  -0.18
C2 2.6492 2.0743 1.4224  -0.50
P1 3.7104 0.6557 0.8665  0.74
C3 3.4138 -0.5975 2.1911  -0.37
Si1 2.6517 -0.0965 -0.9401  0.22
O1 1.0220 -0.4720 -0.7983  -0.46
Si2 0.2635 -1.7541 -0.1261  0.48
C4 -1.5892 -1.5305 -0.2047  -0.27
C5 -2.0590 -0.0607 -0.3655  -0.24
C6 -2.8539 0.4836 0.8292  -0.16
C7 -4.3753 0.4293 0.6786  -0.24
O2 -4.8990 1.7207 0.9101  -0.20
C8 -6.3043 1.7425 0.9345  -0.12
P2 0.9051 -3.6683 -1.1994  0.38
N1 1.5320 -3.4296 -2.5865  -0.20
O3 1.8007 -4.5078 -0.1497  -0.20
O4 -0.4670 -4.5394 -1.2574  -0.22
P3 2.8701 1.5922 -2.4471  0.69
C9 1.1233 2.2062 -2.3487  -0.34
O5 2.8770 0.7588 -3.8842  -0.42
H1 4.1578 3.6317 1.4929  0.07
H2 2.8106 3.8924 2.6125  0.07
H3 4.0459 2.6852 2.9741  0.06
H4 2.1566 2.5192 0.5531  0.04
H5 1.8600 1.6797 2.0695  0.07
H6 3.6270 -1.5957 1.8032  0.02
H7 2.3917 -0.5821 2.5722  0.01
H8 4.1054 -0.4110 3.0145  0.02
H9 3.3999 -1.2875 -1.3967  -0.03
H10 0.7218 -1.9239 1.2822  0.00
H11 -1.9846 -2.1656 -1.0007  0.06
H12 -1.9922 -1.9521 0.7231  0.07
H13 -1.2023 0.5894 -0.5540  0.07
H14 -2.6781 0.0082 -1.2641  0.11
H15 -2.5998 1.5312 1.0004  0.11
H16 -2.5637 -0.0569 1.7350  0.11
H17 -4.6566 0.0970 -0.3329  0.12
H18 -4.8317 -0.2750 1.3896  0.12
H19 -6.6158 2.7860 0.9164  0.09
H20 -6.7275 1.2301 0.0601  0.09
H21 -6.6973 1.2672 1.8432  0.09
H22 2.4500 -3.8139 -2.7661  -0.01
H23 1.4570 -4.5177 0.7572  0.07
H24 -0.7637 -4.6115 -2.1771  0.07
H25 1.0700 3.2483 -2.6660  0.03
H26 0.7286 2.1186 -1.3348  0.00
H27 0.4722 1.6116 -2.9942  0.04
H28 2.1277 0.1547 -4.0062  0.04



No. 6
Computed, not measured: a cluster of 2 separate species, C5H12NO2 in total, with the ωB97M-V functional and the def2-TZVPD basis.

Output
E_HOMO (eV): -3.34
Charge: -1
Frontier orbital gap (Eh): 0.267
E_LUMO (Ha): 0.1440
Energy above the lowest of the compared OMol25 structures with the same formula, charge and spin (kcal/mol): 95.2
Calculated total energy (eV): -10962.8619

Last column: Löwdin charge in e.
Cartesian coordinates (Å):
N1 -0.1077 0.1315 1.9016  -0.02
C1 -1.1288 1.3367 1.5829  -0.21
C2 -1.2458 1.3945 0.0707  -0.20
C3 -0.9509 -0.0151 -0.5295  -0.22
C4 -0.0328 -0.6053 0.4673  -0.24
C5 1.5545 -0.1965 -0.2176  -0.41
O1 1.4234 -0.0760 -1.5283  -0.34
H1 -0.6564 -0.3444 2.5675  0.02
H2 -2.1813 1.3052 2.1164  0.11
H3 -0.6304 2.1829 2.0181  0.06
H4 -2.2916 1.6834 -0.1963  0.10
H5 -0.4629 1.9740 -0.4076  0.10
H6 -1.8211 -0.5414 -0.7029  0.06
H7 -0.4031 0.1117 -1.4892  0.10
H8 -0.2344 -1.6353 0.6450  0.09
H9 1.8399 0.5738 0.5069  0.05
H10 2.3054 -1.0101 0.2119  0.09
H11 2.1744 -1.4228 -2.4094  0.04
H12 1.0144 -2.4526 -2.0482  0.00
O2 1.8353 -2.3943 -2.5593  -0.18



Which formula does entry 1 have? CH7N2O3PS



What is the formula in the fifth record? C9H28NO5P3Si2



Which value of calculated total energy does entry 4 give? -11569.9459 eV



calculated total energy of number 3 (C19H18CoN6S2)? -88234.5723 eV